115
Properties=species:S:1:pos:R:3 method="wB97M-V/def2-TZVPD" s_squared=6.1229 multiplicity=5 charge=0 lumo_ev="0.173 / 0.333"
Mn 0.4657 0.1368 -0.7989
C -2.8489 -3.8326 -3.5828
C -1.9051 -4.4402 -2.7694
C -1.3888 -3.7616 -1.6707
C -1.8024 -2.4651 -1.3839
C -2.7456 -1.8571 -2.2145
C -3.2737 -2.5402 -3.2974
P -1.0823 -1.4695 -0.0229
C -0.4932 -2.7295 1.1635
C -1.2654 -3.8028 1.6127
C -0.7201 -4.7620 2.4518
C 0.6136 -4.6777 2.8362
C 1.3961 -3.6256 2.3863
C 0.8425 -2.6559 1.5591
C -2.5837 -0.6438 0.6257
C -3.6858 -1.3683 1.0892
C -4.8484 -0.7158 1.4541
C -4.9293 0.6688 1.3394
C -3.8393 1.3862 0.8820
C -2.6447 0.7513 0.5159
Si -1.1594 1.7600 -0.1293
C -1.8793 2.6935 -1.6259
C -2.7921 3.7501 -1.6222
C -3.1755 4.3929 -2.7943
C -2.6631 3.9608 -4.0081
C -1.8050 2.8690 -4.0537
C -1.4101 2.2325 -2.8775
P -0.2679 0.8150 -2.8103
C 0.0564 0.2322 -4.5000
C -0.9687 -0.3374 -5.2586
C -0.7176 -0.8479 -6.5244
C 0.5680 -0.8078 -7.0497
C 1.5968 -0.2442 -6.3084
C 1.3416 0.2690 -5.0418
C 1.8419 -1.1478 -1.5094
C 1.9550 -2.5068 -1.7623
C 3.1634 -3.1793 -1.6000
C 4.2771 -2.4713 -1.1801
C 4.2161 -1.0942 -0.9738
C 3.0073 -0.4312 -1.1625
C -0.7376 2.8905 1.3144
C -1.0229 4.2568 1.3791
C -0.6801 5.0076 2.5005
C -0.0275 4.3974 3.5699
C 0.2745 3.0401 3.5050
C -0.0874 2.2940 2.3885
P 0.1678 0.4691 2.2461
C 1.6099 0.1698 3.3539
C 2.8718 0.4665 2.8372
C 4.0185 0.3009 3.5986
C 3.9250 -0.1843 4.8970
C 2.6785 -0.4959 5.4192
C 1.5295 -0.3186 4.6561
C -1.2281 -0.2156 3.2273
C -2.2497 0.5555 3.7746
C -3.2799 -0.0453 4.4923
C -3.3057 -1.4210 4.6661
C -2.2891 -2.2007 4.1248
C -1.2630 -1.6014 3.4110
H -3.2538 -4.3632 -4.4355
H -1.5614 -5.4433 -2.9886
H -0.6643 -4.2562 -1.0349
H -3.0707 -0.8442 -2.0081
H -4.0144 -2.0602 -3.9256
H -2.2930 -3.9126 1.2927
H -1.3328 -5.5874 2.7925
H 1.0412 -5.4380 3.4779
H 2.4398 -3.5597 2.6663
H 1.4578 -1.8340 1.2171
H -3.6496 -2.4476 1.1566
H -5.6949 -1.2853 1.8173
H -5.8463 1.1817 1.6046
H -3.9165 2.4657 0.7968
H -3.2482 4.0787 -0.6934
H -3.8679 5.2247 -2.7555
H -2.9348 4.4707 -4.9248
H -1.4322 2.5131 -5.0071
H -1.9695 -0.3795 -4.8457
H -1.5227 -1.2937 -7.0970
H 0.7657 -1.2130 -8.0346
H 2.5999 -0.2035 -6.7150
H 2.1467 0.7094 -4.4650
H 1.0865 -3.0605 -2.0986
H 3.2258 -4.2471 -1.7725
H 5.2217 -2.9808 -1.0346
H 5.1107 -0.5778 -0.6647
H 2.1610 1.1919 -1.9040
H -1.4818 4.7557 0.5356
H -0.9125 6.0655 2.5333
H 0.2468 4.9709 4.4471
H 0.7752 2.5630 4.3401
H 2.9635 0.8402 1.8217
H 4.9849 0.5494 3.1774
H 4.8165 -0.3146 5.4973
H 2.5924 -0.8720 6.4312
H 0.5678 -0.5519 5.0939
H -2.2482 1.6310 3.6480
H -4.0661 0.5701 4.9138
H -4.1124 -1.8853 5.2200
H -2.2958 -3.2765 4.2545
H -0.4642 -2.2191 3.0017
C 2.7259 3.0422 0.1619
C 3.5470 2.1660 -0.7897
C 3.7498 2.9186 -2.1041
C 4.9009 1.8598 -0.1646
N 2.7126 0.9658 -1.0766
H 3.3019 3.8978 0.5212
H 2.3982 2.4529 1.0193
H 1.8262 3.4104 -0.3379
H 4.3577 3.8121 -1.9459
H 2.7883 3.2318 -2.5177
H 4.2544 2.2831 -2.8359
H 5.3597 2.8053 0.1297
H 5.5730 1.3707 -0.8681
H 4.8038 1.2408 0.7311


20
Properties=species:S:1:pos:R:3 method="wB97M-V/def2-TZVPD" charge=0 lumo_ev=-0.510
Rb 3.1272 0.7991 2.4029
N 1.2929 3.8616 2.5483
O 1.3720 3.3282 3.6764
O 1.1990 5.0450 2.4354
O 1.4661 3.1260 1.5454
O 1.5516 -2.3708 -0.9537
S 0.8167 -1.6289 0.0428
O 1.4578 -1.2972 1.3386
O 0.1874 -0.2640 -0.6121
C -0.2784 -0.3238 -1.9637
C -1.7076 0.1506 -1.8862
C -0.7899 -2.4821 0.4686
H -0.3162 -1.3210 -2.4022
H 0.1119 0.3290 -2.7444
H -2.3722 -0.2522 -2.6504
H -1.7363 1.2351 -1.9919
H -2.1907 -0.0346 -0.9268
H -1.1296 -1.9385 1.3502
H -0.5999 -3.5277 0.7110
H -1.4618 -2.4338 -0.3883


49
Properties=species:S:1:pos:R:3 method="wB97M-V/def2-TZVPD" charge=0 lumo_ev=0.251
C -2.7370 1.0534 2.2329
C -1.2452 1.3204 2.2017
N -0.8312 2.3118 1.2187
C -0.6966 1.9020 -0.1415
C -2.0361 1.9342 -0.8748
C -2.7070 3.2901 -0.9190
O -3.3780 3.6273 0.2839
C 0.2620 2.9085 -0.8269
C 1.7264 2.5221 -0.6848
C 2.6342 3.7060 -1.0032
I 2.9605 3.8597 -3.1114
O -0.0538 0.5880 -0.2535
C -0.7926 -0.4749 -0.6019
O -1.3538 -1.2237 0.1777
C -0.8290 -0.8545 -2.0966
F -0.0994 -0.0297 -2.8525
F -2.1118 -0.7937 -2.5080
C -0.3374 -2.2948 -2.3463
F 0.9135 -2.4110 -1.8646
F -0.3112 -2.5188 -3.6721
F -1.1166 -3.2146 -1.7687
H -3.2934 1.9634 2.0787
H -2.9731 0.6521 3.2093
H -3.0405 0.3120 1.5055
H -0.7052 0.3828 2.1255
H -0.9965 1.7340 3.1690
H -0.0210 2.8201 1.5274
H -1.8475 1.6479 -1.9017
H -2.7608 1.2440 -0.4671
H -3.4364 3.2405 -1.7185
H -2.0293 4.0933 -1.1731
H -4.3142 3.6341 0.1203
H 0.1004 3.8651 -0.3609
H 0.0364 2.9540 -1.8827
H 1.9559 1.7131 -1.3549
H 1.9567 2.1739 0.3150
H 2.1718 4.6267 -0.6906
H 3.5795 3.6422 -0.4925
N 4.0999 -5.3302 1.4947
C 3.2418 -6.0346 2.2280
C 1.8667 -5.8607 2.1832
C 1.3535 -4.8982 1.3299
C 2.2320 -4.1547 0.5595
C 3.5898 -4.4107 0.6792
H 3.6849 -6.7756 2.8841
H 1.2175 -6.4645 2.8020
H 0.2859 -4.7294 1.2656
H 1.8736 -3.3950 -0.1162
H 4.3117 -3.8532 0.0924


117
Properties=species:S:1:pos:R:3 method="wB97M-V/def2-TZVPD" s_squared=1.1570 multiplicity=2 charge=+2 lumo_ev="-8.576 / -7.414"
Tc -0.2813 -0.0347 -0.0129
C -4.6068 0.5031 4.0406
C -5.1317 -0.9234 3.8595
C -6.6214 -0.8126 3.5003
C -4.9783 -1.6755 5.1904
C -4.4238 -1.7107 2.7642
C -4.9034 -2.9980 2.4788
C -4.3453 -3.7743 1.4899
C -3.2656 -3.2687 0.7836
S -2.3659 -4.0840 -0.4599
C -1.2973 -2.7518 -0.5183
N -1.6085 -1.7110 0.2639
C -2.7292 -1.9985 1.0436
C -3.3449 -1.2251 2.0375
C -0.0592 -2.7232 -1.2327
C 0.3236 -3.6752 -2.1794
C 1.5322 -3.5214 -2.8262
C 2.3523 -2.4459 -2.5156
C 1.9690 -1.5059 -1.5656
C 0.7603 -1.6273 -0.9048
H -5.1137 0.9586 4.8886
H -4.8267 1.1062 3.1665
H -3.5380 0.5301 4.2276
H -7.1279 -0.1713 4.2156
H -7.1198 -1.7754 3.5141
H -6.7388 -0.3800 2.5113
H -5.4564 -1.1161 5.9892
H -3.9289 -1.8022 5.4338
H -5.4380 -2.6577 5.1566
H -5.7275 -3.4075 3.0380
H -4.7196 -4.7598 1.2697
H -2.9719 -0.2362 2.2377
H -0.3406 -4.4931 -2.4165
H 1.8306 -4.2256 -3.5858
H 3.2879 -2.3196 -3.0367
H 2.6169 -0.6679 -1.3638
F 2.2078 4.5303 -2.0384
C 2.2391 3.5943 -1.1128
F 2.0106 4.1520 0.0776
F 3.4266 3.0155 -1.0915
S 0.9362 2.2729 -1.3690
O 1.1353 1.4795 -0.1603
O -0.3590 2.8685 -1.4271
N 1.3765 1.4935 -2.6475
S 0.2099 0.6118 -3.2407
O 0.6282 -0.4281 -4.0974
O -0.6966 0.2255 -2.1630
C -0.8134 1.8488 -4.2330
F -1.9152 2.1694 -3.5598
F -1.1703 1.3626 -5.4086
F -0.0872 2.9462 -4.4059
C -0.8553 2.8709 2.1095
N -1.6258 1.6016 2.0967
P -2.2871 1.5775 0.3827
C -3.8070 0.6251 -0.0716
C -3.6813 -0.1809 -1.2025
C -4.7962 -0.7811 -1.7625
C -6.0521 -0.5653 -1.2224
C -6.1898 0.2699 -0.1246
C -5.0786 0.8649 0.4432
C -3.1948 3.1605 0.4016
C -3.8138 3.5757 1.5835
C -4.6763 4.6555 1.5590
C -4.9273 5.3208 0.3682
C -4.3247 4.8957 -0.8048
C -3.4627 3.8112 -0.7937
P -0.4462 0.3098 2.3467
C 0.4894 0.9614 3.7873
C -0.2591 1.5234 4.8270
C 0.3470 1.8341 6.0281
C 1.6982 1.5822 6.2118
C 2.4425 1.0414 5.1786
C 1.8397 0.7225 3.9706
C -0.8159 -1.2296 3.3063
C -1.4063 -1.3348 4.5595
C -1.3070 -2.5133 5.2794
C -0.6072 -3.5943 4.7694
C -0.0048 -3.4924 3.5266
C -0.1003 -2.3176 2.8050
H -1.5370 3.7112 2.0285
H -0.1398 2.9391 1.2828
H -0.3034 2.9671 3.0390
H -2.7162 -0.3217 -1.6657
H -4.6808 -1.4061 -2.6351
H -6.9226 -1.0270 -1.6634
H -7.1726 0.4816 0.2719
H -5.2099 1.5399 1.2739
H -3.6228 3.0502 2.5102
H -5.1544 4.9711 2.4753
H -5.5909 6.1710 0.3584
H -4.5292 5.4050 -1.7323
H -2.9956 3.4710 -1.7044
H -1.3094 1.7381 4.6879
H -0.2361 2.2640 6.8282
H 2.1638 1.8103 7.1574
H 3.4956 0.8566 5.3157
H 2.4172 0.3050 3.1602
H -1.9263 -0.4975 4.9959
H -1.7661 -2.5871 6.2533
H -0.5209 -4.5046 5.3404
H 0.5506 -4.3245 3.1212
H 0.3711 -2.2209 1.8322
S 3.5009 -0.4344 1.1719
C 4.2425 -1.7638 1.9395
N 5.5640 -1.8146 2.0275
C 6.2845 -2.8906 2.6821
C 5.3852 -3.5278 3.7361
C 4.0532 -3.9084 3.0954
N 3.4912 -2.7332 2.4558
H 6.0902 -1.0606 1.6104
H 7.1837 -2.4769 3.1422
H 6.5854 -3.6356 1.9376
H 5.2056 -2.8179 4.5449
H 5.8692 -4.4065 4.1576
H 3.3521 -4.2662 3.8520
H 4.1980 -4.7001 2.3504
H 2.4906 -2.6545 2.3578


117
Properties=species:S:1:pos:R:3 method="wB97M-V/def2-TZVPD" charge=+1 lumo_ev=-2.234
C 40.7750 15.8870 36.8570
C 40.7790 16.8740 37.9060
N 39.4690 17.0700 38.5150
C 39.0290 16.7590 39.7490
C 37.9280 17.4800 39.9660
N 37.4860 18.1250 38.7380
C 38.5860 17.8200 37.9350
C 36.4330 19.0390 38.4810
H 40.6730 14.8410 37.3570
H 41.8930 15.7360 36.7300
H 40.1100 16.0750 35.9640
H 41.1640 17.8720 37.4590
H 41.5280 16.7010 38.7080
H 39.7170 15.9550 40.3130
H 37.1020 17.4680 40.8350
H 38.5650 18.2710 37.0020
H 36.2230 19.0830 37.3910
H 36.7780 19.9490 39.0790
H 35.4840 18.5010 39.0200
C 36.4990 14.5550 41.1000
C 35.1710 15.4550 41.3980
C 34.4180 15.8420 40.4150
C 34.7140 15.3800 39.0110
C 35.9630 14.5970 38.8010
C 36.7680 14.3670 39.7360
O 37.8310 13.4580 39.6140
O 33.4770 16.9260 40.5660
H 36.9770 14.2660 41.8780
H 35.0610 15.9090 42.2750
H 34.1610 15.6530 38.2320
H 36.1160 14.4880 37.8070
H 38.1970 13.2220 38.6650
H 32.9740 17.0230 39.8000
C 36.0960 15.3500 34.4600
C 36.8860 14.1860 33.7810
C 37.9140 14.5030 32.8020
C 38.1220 15.7810 32.4260
C 37.4170 16.8170 33.0650
C 36.3890 16.6560 34.0420
O 35.7950 17.6880 34.6460
O 38.6260 13.4080 32.3480
H 35.5210 15.0770 35.3240
H 36.6910 13.1580 33.9430
H 38.8770 15.8320 31.6870
H 37.6400 17.6770 32.6360
H 36.0150 18.6190 34.5370
H 38.3350 12.5650 32.6260
C 35.8910 18.8720 42.8620
C 34.8450 19.5680 41.9230
C 35.2390 20.8220 41.4830
C 36.4090 21.5330 41.8160
C 37.3250 20.8550 42.5820
C 37.1670 19.5460 43.1030
O 38.1120 19.0640 43.8440
O 34.2730 21.6380 40.9000
H 35.4520 17.9220 43.2940
H 33.8730 19.2170 41.5650
H 36.5350 22.5020 41.7530
H 38.4570 21.3520 42.6690
H 37.9930 18.0560 43.8220
H 34.7560 22.0400 40.1970
C 41.0390 11.5580 34.8730
C 39.9360 12.3050 35.6310
C 38.9670 11.6470 36.3780
C 39.0540 10.2520 36.3130
C 40.1250 9.4990 35.8600
C 41.1000 10.1490 34.9270
O 42.1210 9.4950 34.3330
O 37.8770 12.3810 36.8550
H 41.6440 12.1040 34.2070
H 39.8330 13.3110 35.4370
H 38.2950 9.6260 36.8060
H 40.2200 8.4210 35.8840
H 41.9550 8.6910 34.3220
H 37.0740 11.8580 37.0740
C 40.3460 19.9940 39.7450
C 39.5620 21.2030 39.3710
C 40.0060 22.1470 38.4140
C 41.3570 22.2110 38.3470
C 42.2420 21.1700 38.8560
C 41.7470 20.1140 39.4460
O 42.6050 19.0560 39.9000
O 39.1800 23.1130 38.0400
H 39.8130 19.1080 40.2050
H 38.5130 21.1820 39.6630
H 41.6180 23.1620 37.6970
H 43.3860 21.5500 38.8380
H 43.4960 19.1000 39.5840
H 38.2390 22.9720 37.8700
C 31.6620 19.0660 39.5600
C 32.6380 19.4600 38.5010
C 32.7600 18.6190 37.4980
C 32.0950 17.3570 37.4290
C 31.1300 17.0730 38.4340
C 30.8930 17.9440 39.4850
O 30.0020 17.5470 40.3760
O 33.6310 18.8970 36.3880
H 31.6870 19.7260 40.5190
H 33.4210 20.3230 38.4540
H 32.5110 16.8410 36.6270
H 30.4370 16.2380 38.1250
H 29.3940 16.8650 40.2160
H 33.1400 18.7100 35.7630
C 35.5620 20.8760 34.5300
C 34.7890 20.8720 33.1950
C 35.7020 20.7380 32.0330
C 37.0740 20.5000 32.1240
C 37.7340 20.4220 33.3860
C 37.0070 20.6950 34.5150
O 37.7050 20.9800 35.7060
O 35.1860 20.8700 30.8600
H 34.9040 20.7480 35.3410
H 33.7470 20.7840 33.1230
H 37.6210 20.6040 31.1590
H 38.5660 20.3220 33.3200
H 37.4190 21.5580 36.2620
H 34.2110 21.1130 30.9930


71
Properties=species:S:1:pos:R:3 method="wB97M-V/def2-TZVPD" charge=-1 lumo_ev=2.389
C 0.1078 -1.5356 2.6741
P -0.2337 0.2396 2.1757
C -0.8053 1.2300 3.6685
Al -1.6499 0.4123 0.3245
C -3.5445 -0.2994 0.6223
C -4.0624 -0.1968 2.0925
C -4.6845 -1.5234 2.6414
S -3.9804 -1.8942 4.3283
H -0.6812 -2.0196 3.2604
H 1.0477 -1.5486 3.2344
H 0.2735 -2.1119 1.7632
H -0.1597 2.0903 3.8610
H -0.7477 0.5882 4.5600
H -1.8301 1.6110 3.6056
H -1.7332 1.9198 -0.2547
H -0.9795 -0.4886 -0.8474
H -3.6933 -1.3140 0.2238
H -4.2174 0.3312 0.0148
H -3.2163 0.0620 2.7291
H -4.8086 0.5983 2.1747
H -5.7452 -1.3545 2.8204
H -4.4964 -2.3723 1.9948
H -3.6063 -0.6513 4.7582
C 3.0565 0.2936 -1.8894
C 1.7656 0.9755 -2.3162
C 2.0088 1.9430 -3.4659
O 1.1957 1.6647 -1.2138
H 3.7849 1.0259 -1.5381
H 2.8691 -0.3925 -1.0625
H 3.5013 -0.2668 -2.7162
H 1.0353 0.2236 -2.6191
H 2.7036 2.7348 -3.1661
H 1.0759 2.4293 -3.7581
H 2.4221 1.4281 -4.3371
H 1.8202 2.3335 -0.9230
C -6.2292 -0.2520 8.0373
C -5.9389 -1.5947 8.6911
C -4.8542 -1.4717 9.7514
O -5.5464 -2.5387 7.7014
H -5.3376 0.1328 7.5354
H -7.0038 -0.3570 7.2771
H -6.5586 0.4850 8.7733
H -6.8515 -1.9843 9.1466
H -3.9181 -1.1255 9.3053
H -4.6534 -2.4424 10.2074
H -5.1440 -0.7701 10.5368
H -4.7451 -2.2134 7.2796
C 8.0038 -1.2691 -2.3072
C 6.7151 -0.5688 -2.7122
C 6.9451 0.3956 -3.8657
O 6.1714 0.1314 -1.5978
H 8.7478 -0.5417 -1.9694
H 7.8224 -1.9527 -1.4768
H 8.4263 -1.8355 -3.1397
H 5.9713 -1.3124 -3.0017
H 7.6544 1.1776 -3.5785
H 6.0129 0.8914 -4.1401
H 7.3368 -0.1219 -4.7438
H 6.8102 0.7940 -1.3233
C -0.5040 0.7672 -7.0490
C 0.8356 1.3419 -7.4819
C 0.9482 1.4114 -8.9978
O 1.8963 0.5495 -6.9521
H -0.6244 -0.2537 -7.4234
H -0.5665 0.7201 -5.9614
H -1.3334 1.3721 -7.4197
H 0.9566 2.3408 -7.0606
H 0.8748 0.4117 -9.4357
H 1.9160 1.8211 -9.2917
H 0.1609 2.0351 -9.4252
H 1.8107 -0.3382 -7.3077


9
Properties=species:S:1:pos:R:3 method="wB97M-V/def2-TZVPD" charge=0 lumo_ev=0.568
C 0.2116 -0.0824 0.4877
C -1.1566 0.1627 -0.2644
O -0.9462 0.2067 -1.5496
F 0.7989 -1.0438 -0.2276
Cl -2.1412 -1.5191 0.2155
Cl -2.2084 1.5047 0.1440
H 0.8615 0.7625 0.4199
H -0.1311 -0.2744 1.5676
H -0.1281 -0.3099 -1.6966


The evaluated F_max for the records listed, in turn: 1.8; 2.9; 2.2; 2.5; 18.5; 2.0; 4.2 eV Å⁻¹.